13
Properties=species:S:1:pos:R:3 method="wB97M-V/def2-TZVPD" charge=+1 homo_lumo_gap_ev=9.31 total_energy_ha=-901.83677 homo_energy_ev=-14.75 lumo_energy_ev=-5.438 relative_energy_kj_mol=5.5
C -0.003 1.264 -0.723
N -0.665 -1.802 0.483
N -1.186 1.252 -0.199
Si 1.415 0.488 0.326
Cl 2.572 -0.729 -0.782
H 0.124 1.585 -1.773
H -0.940 -1.698 -0.552
H -1.297 -2.561 0.701
H -1.992 1.733 -0.737
H -1.210 0.676 0.618
H 0.305 -2.160 0.437
H 0.715 0.069 1.567
H 2.162 1.884 0.632

---

21
Properties=species:S:1:pos:R:3 method="wB97M-V/def2-TZVPD" charge=0 homo_lumo_gap_ev=6.15 total_energy_ha=-1429.69547 homo_energy_ev=-7.54 lumo_energy_ev=-1.385 relative_energy_kj_mol=195.0
Na 0.549 -0.851 1.089
C -1.018 1.242 -1.332
F -1.260 2.225 -0.412
F 0.234 0.716 -1.263
F -1.956 0.283 -1.228
S -1.243 2.045 -3.090
O -0.779 1.051 -4.077
O -2.705 2.332 -3.267
O -0.430 3.275 -3.020
O 3.064 -0.924 1.439
H 3.429 -1.096 0.571
H 3.707 -1.290 2.046
O 0.539 1.246 2.274
H 0.484 2.196 2.384
H 0.212 0.890 3.100
O 0.413 -2.354 -0.928
H 0.040 -2.512 -1.796
H 1.049 -3.060 -0.808
O -1.256 -1.531 2.566
H -1.358 -1.579 3.517
H -1.714 -2.304 2.236

---

11
Properties=species:S:1:pos:R:3 method="wB97M-V/def2-TZVPD" charge=+1 homo_lumo_gap_ev="8.01 / 3.02" total_energy_ha=-152.05275 homo_energy_ev="-12.11 / -12.11" lumo_energy_ev="-4.104 / -9.091" multiplicity=2 relative_energy_kj_mol=0.0
N -3.218 0.271 -2.525
H -3.007 1.002 -3.166
H -3.673 -0.528 -2.920
H -2.349 0.035 -2.074
C 1.588 -0.387 0.785
N 1.899 0.104 2.069
H 1.672 -1.468 0.689
H 2.203 0.114 0.022
H 0.573 -0.153 0.461
H 1.384 0.880 2.503
H 2.740 -0.207 2.574

---

14
Properties=species:S:1:pos:R:3 method="wB97M-V/def2-TZVPD" charge=0 homo_lumo_gap_ev=10.44 total_energy_ha=-378.12304 homo_energy_ev=-9.99 lumo_energy_ev=0.446 smiles="NC(N)=O.O.O" relative_energy_kj_mol=169.3
N -0.709 3.087 -0.448
C -0.388 1.851 0.072
N 0.949 1.402 -0.221
O -1.198 1.248 0.790
H -0.407 3.415 -1.342
H -1.583 3.308 -0.273
H 1.059 0.349 -0.193
H 1.713 1.769 0.332
O 0.272 -4.613 -2.799
H -0.319 -4.161 -3.553
H -0.280 -4.963 -2.101
O 0.836 -1.517 2.860
H 0.020 -1.884 2.635
H 1.168 -1.305 1.947

---

13
Properties=species:S:1:pos:R:3 method="wB97M-V/def2-TZVPD" charge=+1 homo_lumo_gap_ev=5.33 total_energy_ha=-281.94324 homo_energy_ev=-14.95 lumo_energy_ev=-9.621 relative_energy_kj_mol=750.6
N -0.094 0.678 0.956
C 0.937 0.017 0.325
N 0.546 -1.178 -0.314
N 1.246 0.951 -0.868
H 0.189 1.189 1.801
H -1.833 0.237 0.388
H -0.354 -1.558 -0.062
H 1.293 -1.833 -0.483
H 1.828 -0.114 0.951
H 1.552 0.431 -1.688
H 0.477 1.600 -1.047
H -3.260 -0.379 0.283
O -2.528 -0.040 -0.242

---

16
Properties=species:S:1:pos:R:3 method="wB97M-V/def2-TZVPD" charge=0 homo_lumo_gap_ev="8.35 / 8.35" total_energy_ha=-774.09202 homo_energy_ev="-7.96 / -7.96" lumo_energy_ev="0.392 / 0.392" relative_energy_kj_mol=204.9
C -0.197 2.066 0.173
N 2.573 -1.252 -0.197
N -1.155 -1.187 -0.301
N 1.727 -0.164 -0.456
O 0.304 -0.110 1.782
O -1.609 1.972 0.124
O -2.276 -2.010 0.102
P 0.442 0.310 0.431
H 0.144 2.497 -0.725
H 0.058 2.536 1.047
H 2.404 -1.426 0.749
H 3.500 -1.040 -0.463
H -1.617 -0.654 -1.038
H -0.337 -1.726 -0.761
H -1.955 -2.430 0.966
H -1.755 1.305 0.841